ORCA calculation (ωB97M-V/def2-TZVPD) on the molecule C24H19N5O2 at a distorted geometry.

Cartesian coordinates (Å):
N 2.792 2.318 3.380
C 2.039 1.270 3.762
O 2.453 0.533 4.666
C 0.834 0.992 3.025
C 0.570 1.068 1.616
C 1.528 1.177 0.515
C 2.867 0.765 0.612
C 3.782 1.023 -0.414
C 3.409 1.621 -1.588
O 4.264 1.864 -2.611
C 5.141 0.881 -3.011
C 6.340 1.313 -3.540
C 7.271 0.399 -4.069
C 6.963 -0.963 -4.049
C 5.775 -1.420 -3.449
C 4.880 -0.481 -2.939
C 2.060 1.962 -1.739
C 1.136 1.750 -0.721
N -0.724 0.963 1.330
N -1.286 0.674 2.527
C -2.553 0.418 2.995
C -3.806 0.201 2.217
C -3.843 0.272 0.765
C -5.046 0.012 0.078
C -6.230 -0.251 0.752
C -6.196 -0.252 2.150
N -7.379 -0.513 2.842
C -4.985 -0.101 2.861
C -2.423 0.273 4.385
N -1.062 0.452 4.700
C -0.388 0.680 3.534
H 3.551 2.596 3.996
H 2.454 2.942 2.641
H 3.284 0.290 1.500
H 4.776 0.714 -0.225
H 6.571 2.395 -3.589
H 8.185 0.752 -4.545
H 7.635 -1.683 -4.476
H 5.553 -2.481 -3.448
H 3.941 -0.821 -2.551
H 1.731 2.367 -2.713
H 0.124 2.017 -0.857
H -2.954 0.513 0.179
H -5.079 -0.003 -1.027
H -7.190 -0.358 0.224
H -7.335 -0.780 3.834
H -8.137 -0.920 2.299
H -5.030 -0.157 3.937
H -3.158 0.015 5.117
H -0.644 0.165 5.578

Its spin multiplicity is 1. Its HOMO-LUMO gap is 8.25 eV. The SMILES is NC(=O)c1c(-c2ccc(Oc3ccccc3)cc2)nn2c(-c3cccc(N)c3)c[nH]c12. For the energy relative to the best compared isomer or geometry (same formula, charge and spin), the calculation gives 0.0 kcal/mol.

ORCA calculation (ωB97M-V/def2-TZVPD) on a structure of composition C13H8NNiO11 at a distorted geometry.

Cartesian coordinates (Å):
Ni 22.705 -1.680 2.962
C 26.988 -1.309 3.779
C 25.478 -1.519 3.841
C 24.621 -0.539 4.726
O 23.409 -0.803 4.754
C 25.406 0.613 5.337
C 26.743 0.820 5.062
C 27.512 -0.175 4.306
O 28.765 -0.005 4.060
O 27.259 1.929 5.441
O 24.815 -2.355 3.165
H 27.587 -2.043 3.261
H 24.925 1.460 5.804
C 24.436 -0.459 -0.733
C 23.769 -0.981 0.437
C 23.258 -2.482 0.359
O 22.792 -2.909 1.396
C 23.300 -3.059 -0.977
C 23.831 -2.475 -2.104
C 24.434 -1.056 -1.912
O 25.054 -0.402 -2.876
O 23.783 -3.096 -3.215
O 23.523 -0.402 1.504
H 24.855 0.534 -0.659
H 22.919 -4.066 -1.065
O 20.818 -1.242 3.150
H 19.863 -1.417 3.035
C 20.527 -5.170 4.525
N 21.906 -4.730 4.198
O 22.158 -3.544 4.472
O 22.655 -5.610 3.675
H 19.835 -4.347 4.347
H 20.556 -5.513 5.560
H 20.258 -6.003 3.875

The expectation value of S² is 2.00. Its charge is -3. Its spin multiplicity is 3. Its HOMO-LUMO gap (spin up / spin down) is 4.69 / 4.69 eV. For the energy relative to the best compared isomer or geometry (same formula, charge and spin), the calculation gives 60.6 kcal/mol.